i.
{
  "formula": "C5H7N2",
  "method": "the ωB97M-V functional and the def2-TZVPD basis",
  "symbols": ["C", "N", "C", "N", "C", "C", "C", "H", "H", "H", "H", "H", "H", "H"],
  "coordinates": [[1.64, 1.14, -1.90], [0.37, 1.06, -2.05], [-0.39, 0.09, -1.73], [-0.97, -0.25, -0.73], [-0.63, -0.57, 0.52], [0.68, -0.32, 0.74], [-1.65, -0.83, 1.61], [2.39, 0.31, -1.99], [1.97, 2.20, -1.92], [1.17, 0.12, -0.02], [1.11, -0.11, 1.71], [-1.57, 0.04, 2.36], [-1.33, -1.85, 2.12], [-2.77, -1.04, 1.28]],
  "charge": 1,
  "smiles": "C=[N+]=C=NC(=C)C",
  "homo_lumo_gap_ha": [0.2824, 0.2823],
  "e_homo_ev": [-14.3, -14.3]
}

=====

ii.
{
  "formula": "C5H7N2",
  "method": "the ωB97M-V functional and the def2-TZVPD basis",
  "symbols": ["C", "C", "C", "C", "N", "C", "N", "H", "H", "H", "H", "H", "H", "H"],
  "coordinates": [[-1.41, -0.16, 1.62], [-0.53, -0.83, 0.70], [0.36, -0.22, -0.15], [0.77, -0.91, -1.37], [1.36, -0.02, -2.17], [1.34, 1.15, -1.53], [0.78, 1.11, -0.33], [-2.39, -0.20, 1.15], [-1.05, 0.86, 1.96], [-1.70, -0.72, 2.54], [-0.71, -1.87, 0.55], [0.66, -1.96, -1.49], [1.88, 1.92, -1.85], [0.65, 1.87, 0.36]],
  "charge": 1,
  "smiles": "C/C=C1/C=NC=[NH+]1",
  "homo_lumo_gap_ha": 0.3341,
  "e_homo_ev": -15.2
}

=====

iii.
{
  "formula": "C5H7N2",
  "method": "the ωB97M-V functional and the def2-TZVPD basis",
  "symbols": ["C", "C", "N", "C", "C", "N", "C", "H", "H", "H", "H", "H", "H", "H"],
  "coordinates": [[1.66, -0.56, 0.36], [0.36, -0.06, 0.32], [-0.80, 0.03, -0.15], [-1.78, -0.50, -1.14], [-1.01, -1.71, -1.48], [-0.10, -2.39, -1.27], [-0.46, 1.07, 0.81], [2.11, -1.07, -0.54], [1.73, -1.26, 1.22], [2.29, 0.33, 0.58], [-1.80, 0.17, -2.02], [-2.79, -0.62, -0.73], [-0.95, 1.15, 1.80], [-0.12, 2.01, 0.25]],
  "charge": 1,
  "smiles": "CC1=[N+](CC#N)C1",
  "homo_lumo_gap_ha": 0.4394,
  "e_homo_ev": -16.6
}

=====

Stability verdict: ii, ahead by 0.0870 hartree

=====

i.
{
  "formula": "C5H7N2",
  "method": "the ωB97M-V functional and the def2-TZVPD basis",
  "symbols": ["C", "C", "C", "C", "C", "N", "N", "H", "H", "H", "H", "H", "H", "H"],
  "coordinates": [[1.52, -0.32, 2.35], [1.64, -1.74, 2.04], [0.15, -0.12, 1.07], [-0.39, 1.16, -0.59], [0.30, -0.22, -0.42], [2.47, -1.11, 2.89], [0.92, 0.70, 1.96], [1.80, -2.77, 1.75], [-0.89, -0.57, 1.38], [-0.70, 1.11, -1.70], [0.37, 2.03, -0.21], [-1.32, 1.36, -0.08], [1.35, -0.24, -0.77], [-0.32, -0.95, -0.90]],
  "charge": 1,
  "homo_lumo_gap_ha": 0.3755,
  "e_homo_ev": -15.7
}

=====

ii.
{
  "formula": "C5H7N2",
  "method": "the ωB97M-V functional and the def2-TZVPD basis",
  "symbols": ["C", "C", "C", "C", "C", "N", "N", "H", "H", "H", "H", "H", "H", "H"],
  "coordinates": [[-0.35, -0.85, 1.69], [-1.30, -1.09, 0.64], [0.00, -0.60, -1.37], [1.27, 1.03, -2.63], [0.23, 0.37, 1.82], [0.44, 0.37, -1.91], [-1.12, -0.64, -0.59], [-0.26, -1.67, 2.37], [-2.19, -1.51, 0.90], [2.19, 1.47, -2.20], [1.03, 1.03, -3.80], [1.10, 0.64, 2.46], [-0.15, 0.98, 1.08], [-1.87, -0.81, -1.21]],
  "charge": 1,
  "homo_lumo_gap_ha": [0.2757, 0.2757],
  "e_homo_ev": [-13.0, -13.0]
}

=====

Stability verdict: ii, ahead by 0.0656 hartree